# 1
Here is a cluster of 2 separate species, C7H5NO2S in total at a distorted geometry from the Open Molecules 2025 dataset. Energies are from wB97M-V/def2-TZVPD.

- highest occupied orbital energy (spin up / spin down) (eV) = -8.514 / -8.513
- maximum force (eV Å⁻¹) = 3.4
- ΔE to the lowest compared entry with this formula, charge and spin (kJ/mol) = 292.2
- HOMO-LUMO gap (spin up / spin down) (eV) = 7.6 / 7.6
- net charge = 0

Geometry as XYZ:
```
16
Properties=species:S:1:pos:R:3:forces:R:3
C 3.31593 -0.64455 -1.14568 1.20 -0.21 0.02
C 0.75564 1.73091 0.91307 0.81 3.28 -0.33
C -0.50224 1.59234 0.44408 -0.50 -1.10 0.18
C 1.52070 0.72938 1.40996 0.31 -2.95 0.39
C -2.13726 -0.27616 -0.23204 -1.74 0.70 0.15
C -1.40138 -1.58733 -0.54019 1.26 1.61 0.34
C -0.10731 -0.71004 -0.39987 -1.18 0.07 3.05
N -0.93657 0.44352 -0.07970 -0.17 -0.61 -0.22
O 4.40162 -0.87654 -0.91643 -1.12 0.24 -0.18
O -3.28387 0.07686 -0.11884 1.28 -0.40 -0.18
S 1.05827 -0.84846 1.03980 0.33 -0.41 0.39
H 1.03615 2.74657 1.21651 -0.18 -0.22 -0.15
H -1.22592 2.26789 0.77394 -1.31 1.24 -0.22
H -1.50202 -2.18811 0.36387 -0.16 -0.80 -0.69
H -1.50824 -1.95097 -1.56034 -0.45 -0.65 0.46
H 0.51649 -0.50534 -1.16816 1.61 0.20 -3.01
```
Forces are in eV/Å.

Atomic partial charges in e from the Löwdin method, atoms 1 to 2: number 1, C, carries -0.006; number 2, C, carries -0.279

# 2
Here is a cluster of 2 separate species, C7H5NO4 in total at a distorted geometry from the Open Molecules 2025 dataset. Energies are from wB97M-V/def2-TZVPD.

- highest occupied orbital energy (eV) = -9.191
- maximum force (eV Å⁻¹) = 5.2
- ΔE to the lowest compared entry with this formula, charge and spin (kJ/mol) = 641.2
- HOMO-LUMO gap (eV) = 8.5
- net charge = 0
- structure (SMILES) = O=C[N+](=O)[O-].O=C=C1C=CC=C1

Geometry as XYZ:
```
17
Properties=species:S:1:pos:R:3:forces:R:3
O -0.27692 0.89939 -1.53925 -0.72 -2.88 -0.84
C -0.52872 -0.30205 -1.53582 1.69 4.90 0.09
N 0.60014 -1.26560 -1.68552 0.88 0.09 -1.98
O 1.71157 -0.84899 -1.96446 -0.52 0.10 0.82
O 0.25651 -2.41425 -1.76896 -0.31 -1.22 0.39
H -1.49649 -0.71217 -1.62331 -0.89 -1.01 -0.03
O 3.21516 1.10385 0.86368 -0.54 -0.62 0.32
C 2.10536 0.80729 0.90029 -0.02 1.23 -0.72
C 0.78232 0.62354 0.85199 -0.37 -2.01 0.06
C 0.17047 -0.73227 0.83142 1.80 1.51 0.57
C -1.18395 -0.56410 0.93319 1.16 0.81 -0.17
C -1.44555 0.82575 1.03863 0.21 0.10 -0.60
C -0.31463 1.55416 0.80145 0.58 1.97 3.08
H 0.87761 -1.54047 0.80778 -0.60 -0.75 -0.09
H -1.89762 -1.29828 0.74049 -1.07 -1.22 0.35
H -2.40462 1.23550 1.19111 -0.90 0.44 0.02
H -0.17066 2.62871 1.15729 -0.37 -1.44 -1.28
```
Forces are in eV/Å.

Atomic partial charges in e from the Löwdin method, atoms 1 to 2: number 1, O, carries 0.071; number 2, C, carries -0.180

> Look up the maximum force of the first one.

3.4 eV Å⁻¹